1.
A 5-piece molecular cluster, C44H66BrF12IN4O8PS2 overall at a distorted geometry, computed with ωB97M-V/def2-TZVPD.

Structure (XYZ):
```
139
Properties=species:S:1:pos:R:3
C 0.186 1.243 1.523
C -1.260 1.283 0.703
N -2.130 0.232 1.023
C -1.729 2.435 -0.348
C -1.400 2.166 -1.927
C -1.855 3.651 -2.556
N 0.071 2.163 -2.398
C 1.221 2.800 -1.632
C 2.550 1.859 -1.472
C 3.190 1.790 0.034
C 4.842 1.538 -0.030
C 5.229 -0.076 0.049
C 4.555 -0.969 -1.162
C 4.815 -2.611 -0.981
C 4.141 -3.182 0.402
C 2.860 -4.206 0.156
C 1.989 -4.473 1.557
C 0.503 -3.777 1.512
C -0.621 -4.481 2.477
N -0.930 -3.688 3.746
C -1.314 -4.521 4.952
C -1.647 -3.506 6.197
C -1.386 -1.991 5.579
C -0.918 -2.197 4.017
C 0.118 1.540 -3.654
Br 1.743 1.290 -4.863
C -1.339 0.984 -4.156
C -1.459 -0.223 -5.248
C -0.440 -1.482 -5.054
C -1.184 -2.911 -4.653
I -1.857 -4.009 -6.475
C -2.104 0.875 -2.700
N -2.212 -0.451 -1.993
C -0.996 -1.034 -1.748
S 0.559 -1.408 -1.078
P -3.970 1.167 -3.182
S -4.877 -0.542 -3.368
H -0.111 1.187 2.678
H 0.773 2.245 1.382
H 0.799 0.271 1.306
H -3.001 0.373 0.456
H -1.172 3.441 -0.033
H -2.877 2.642 -0.198
H -2.621 4.123 -1.779
H -0.905 4.347 -2.643
H -2.425 3.568 -3.570
H 1.532 3.761 -2.269
H 0.940 3.200 -0.570
H 3.389 2.351 -2.165
H 2.305 0.823 -1.961
H 2.998 2.743 0.686
H 2.767 0.790 0.529
H 5.368 2.086 0.862
H 5.284 1.957 -1.029
H 4.996 -0.538 1.099
H 6.403 -0.122 -0.113
H 4.937 -0.610 -2.234
H 3.390 -0.836 -1.059
H 5.945 -2.880 -1.131
H 4.198 -3.104 -1.874
H 4.969 -3.823 0.954
H 3.713 -2.307 1.083
H 2.102 -3.819 -0.658
H 3.200 -5.287 -0.216
H 2.586 -3.939 2.436
H 1.960 -5.623 1.819
H 0.095 -3.878 0.396
H 0.620 -2.631 1.726
H -1.637 -4.482 1.852
H -0.405 -5.607 2.742
H -1.326 -5.688 4.857
H -1.999 -3.837 7.266
H -1.538 -0.988 6.172
H -0.649 -1.348 3.245
H -1.734 1.913 -4.796
H -1.283 0.211 -6.333
H -2.565 -0.673 -5.218
H 0.130 -1.711 -6.077
H 0.436 -1.281 -4.269
H -2.169 -2.703 -4.037
H -0.492 -3.625 -4.008
H -4.094 2.053 -4.319
H -4.545 1.832 -2.005
C -3.258 1.873 5.571
C -3.058 3.347 5.869
O -3.791 3.735 7.042
C -3.228 3.392 8.242
O -2.161 2.795 8.354
C -4.082 3.898 9.405
F -5.406 3.610 9.248
F -4.003 5.252 9.549
F -3.720 3.366 10.605
H -4.324 1.638 5.488
H -2.760 1.595 4.638
H -2.858 1.246 6.374
H -3.451 3.943 5.038
H -1.997 3.601 5.975
C 6.768 -5.549 -6.158
C 6.273 -4.190 -5.698
O 4.859 -4.063 -5.911
C 4.055 -4.692 -4.998
O 4.476 -5.331 -4.037
C 2.580 -4.444 -5.313
F 2.282 -4.648 -6.628
F 2.203 -3.163 -5.033
F 1.739 -5.251 -4.606
H 6.490 -5.726 -7.202
H 7.855 -5.618 -6.063
H 6.320 -6.356 -5.571
H 6.755 -3.407 -6.292
H 6.525 -4.000 -4.648
C 4.108 3.123 6.729
C 5.316 2.698 5.912
O 5.150 1.362 5.415
C 4.335 1.224 4.324
O 3.764 2.160 3.770
C 4.278 -0.236 3.871
F 4.063 -1.099 4.904
F 5.440 -0.634 3.278
F 3.288 -0.476 2.966
H 3.915 2.405 7.531
H 4.266 4.112 7.167
H 3.205 3.161 6.113
H 6.204 2.691 6.553
H 5.517 3.395 5.090
C -8.114 2.016 -4.665
C -8.152 2.358 -3.187
O -8.425 3.754 -2.993
C -9.732 4.137 -3.139
O -10.647 3.365 -3.413
C -9.892 5.633 -2.865
F -8.960 6.388 -3.514
F -9.765 5.929 -1.540
F -11.106 6.119 -3.249
H -7.395 2.654 -5.189
H -7.835 0.969 -4.813
H -9.087 2.182 -5.137
H -7.171 2.162 -2.742
H -8.881 1.743 -2.645
```

- Kohn-Sham gap: 4.43 eV
- Charge: +1
- Highest occupied orbital energy: -9.117 eV
- LUMO level: -0.1724 Eh

***

2.
A 2-piece molecular cluster, S2 overall at a distorted geometry, computed with ωB97M-V/def2-TZVPD.

Structure (XYZ):
```
2
Properties=species:S:1:pos:R:3
S -0.032 -1.475 0.030
S 0.032 1.475 -0.030
```

- Kohn-Sham gap: 5.19 eV
- Highest occupied orbital energy: -9.951 eV
- Relative energy (zero: lowest compared OMol25 entry of this formula, charge and spin): 5.214 eV
- LUMO level: -0.1748 Eh

***

3.
An isolated molecule of C5H7PS at a distorted geometry, computed with ωB97M-V/def2-TZVPD.

Structure (XYZ):
```
14
Properties=species:S:1:pos:R:3
C 1.468 -1.153 0.343
C 0.140 -0.985 0.581
C 2.329 -0.108 0.384
C -0.511 0.171 1.006
C -2.008 0.730 -1.330
P -1.872 1.001 0.538
S 1.991 1.466 0.625
H 1.772 -2.048 0.039
H -0.606 -1.804 0.424
H 3.380 -0.204 0.436
H -0.205 0.620 1.934
H -2.417 1.728 -1.565
H -0.851 0.601 -1.691
H -2.611 -0.018 -1.726
```

- Kohn-Sham gap: 6.73 eV
- SMILES: C/P=C\C=C/C=S
- Highest occupied orbital energy: -7.868 eV
- Relative energy (zero: lowest compared OMol25 entry of this formula, charge and spin): 3.042 eV
- LUMO level: -0.0417 Eh

***

4.
C62H55N4O3PdSe2Te2 as an isolated structure, computed with ωB97M-V/def2-TZVPD.

Structure (XYZ):
```
129
Properties=species:S:1:pos:R:3
Pd -0.129 -0.061 0.030
C 7.286 -0.939 -1.197
C 5.846 -0.516 -1.079
C 5.484 0.814 -0.932
C 4.159 1.230 -0.849
C 3.959 2.697 -0.668
O 4.690 3.325 0.078
C 2.900 3.422 -1.441
C 2.577 4.719 -1.050
C 1.553 5.408 -1.679
C 0.859 4.807 -2.722
C 1.208 3.532 -3.145
C 2.226 2.838 -2.508
C 3.091 0.295 -0.898
O 1.858 0.684 -0.768
C 3.473 -1.075 -1.054
C 4.812 -1.441 -1.115
C 2.432 -2.108 -1.111
N 1.293 -1.773 -1.570
C 0.119 -2.586 -1.339
C -0.642 -1.245 -3.406
Te 0.761 -2.118 -4.760
C 2.121 -0.447 -4.819
C 1.750 0.723 -5.478
C 2.685 1.724 -5.704
C 3.989 1.575 -5.250
C 4.359 0.421 -4.575
C 3.430 -0.593 -4.376
C 2.722 -3.446 -0.503
C 2.970 -3.531 0.864
C 3.185 -4.765 1.460
C 3.177 -5.919 0.688
C 2.942 -5.836 -0.677
C 2.708 -4.604 -1.271
H 7.955 -0.117 -0.943
H 7.531 -1.262 -2.212
H 7.512 -1.772 -0.529
H 6.253 1.577 -0.871
H 3.140 5.164 -0.240
H 1.294 6.409 -1.359
H 0.049 5.336 -3.208
H 0.677 3.067 -3.965
H 2.473 1.832 -2.819
H 5.050 -2.497 -1.208
H 0.043 -2.492 0.641
H 0.330 -3.650 -1.181
H -0.227 -0.385 -2.883
H -1.553 -0.992 -3.946
H 0.733 0.852 -5.836
H 2.394 2.627 -6.226
H 4.712 2.365 -5.413
H 5.368 0.306 -4.199
H 3.732 -1.495 -3.858
H 2.994 -2.621 1.454
H 3.363 -4.826 2.526
H 3.351 -6.881 1.151
H 2.931 -6.735 -1.281
H 2.486 -4.538 -2.330
Se -1.504 3.613 1.161
Se 0.239 2.390 0.087
C 1.398 2.501 1.638
C 1.813 3.743 2.095
C 2.702 3.781 3.156
C 3.142 2.587 3.701
C 2.657 1.401 3.171
N 1.790 1.350 2.163
C -2.811 3.182 -0.163
C -4.108 3.677 -0.014
C -5.036 3.365 -0.985
C -4.654 2.574 -2.064
C -3.347 2.130 -2.113
N -2.436 2.424 -1.181
H 1.464 4.648 1.615
H 3.060 4.729 3.537
H 3.850 2.568 4.518
H 2.975 0.445 3.573
H -4.369 4.279 0.846
H -6.052 3.733 -0.903
H -5.352 2.309 -2.846
H -2.997 1.515 -2.936
C -5.595 3.428 4.859
C -4.795 2.497 3.989
C -5.369 1.860 2.898
C -4.640 0.992 2.091
C -5.346 0.341 0.926
C -3.290 0.758 2.386
Te -2.320 -0.679 1.129
N -0.476 -2.059 -0.120
C -0.783 -2.556 -2.601
O -0.261 -3.533 -3.487
C -2.210 -2.894 -2.228
C -3.139 -1.898 -1.951
C -4.435 -2.218 -1.574
C -4.818 -3.547 -1.464
C -3.895 -4.548 -1.738
C -2.602 -4.225 -2.122
C -1.535 -1.796 2.748
C -0.180 -1.735 3.061
C 0.327 -2.488 4.107
C -0.526 -3.289 4.853
C -1.876 -3.334 4.546
C -2.407 -2.597 3.489
C -3.879 -2.672 3.185
C -2.685 1.409 3.469
C -1.232 1.249 3.807
C -3.455 2.257 4.257
H -6.602 3.569 4.467
H -5.116 4.406 4.929
H -5.680 3.034 5.873
H -6.413 2.041 2.666
H -6.365 0.718 0.847
H -5.396 -0.745 1.041
H -4.843 0.542 -0.022
H -2.841 -0.857 -2.012
H -5.146 -1.427 -1.365
H -5.829 -3.802 -1.173
H -4.188 -5.588 -1.661
H -1.885 -5.000 -2.355
H 0.478 -1.084 2.494
H 1.383 -2.440 4.344
H -0.141 -3.878 5.675
H -2.538 -3.962 5.129
H -4.366 -3.412 3.819
H -4.054 -2.949 2.143
H -4.362 -1.707 3.361
H -0.640 0.991 2.931
H -1.088 0.461 4.549
H -0.835 2.179 4.219
H -2.980 2.764 5.091
```

- Kohn-Sham gap (alpha / beta): 6.78 / 6.13 eV
- Spin multiplicity: 2
- Highest occupied orbital energy (alpha / beta): -7.080 / -7.097 eV
- Relative energy (zero: lowest compared OMol25 entry of this formula, charge and spin): 0.834 eV
- LUMO level (alpha / beta): -0.0109 / -0.0355 Eh

***

Number 1: electronic energy -7744.063014 Eh. Number 2: electronic energy -796.129354 Eh. Number 3: electronic energy -934.127419 Eh. Number 4: electronic energy -8307.060966 Eh.